Density functional theory data (ωB97M-V/def2-TZVPD) for a structure of composition C36H39AsBBaBr2F3N11O7S3 in a non-equilibrium geometry.

The geometry in XYZ format:
```
104
Properties=species:S:1:pos:R:3
Ba 0.47 0.54 -0.15
C -3.86 0.87 -2.39
C -4.40 0.72 -1.10
N -3.99 -0.41 -0.53
N -3.17 -0.99 -1.44
C -3.08 -0.25 -2.56
B -2.62 -2.42 -1.21
N -2.19 -2.58 0.25
C -2.44 -3.62 1.07
C -1.70 -3.45 2.21
C -1.01 -2.24 1.99
N -1.31 -1.73 0.81
N -1.45 -2.67 -2.16
C -1.44 -3.26 -3.38
C -0.16 -3.22 -3.86
C 0.57 -2.56 -2.86
N -0.21 -2.22 -1.85
N -3.76 -3.45 -1.48
C -5.06 -3.26 -1.16
C -5.73 -4.45 -1.38
C -4.73 -5.32 -1.85
N -3.55 -4.72 -1.90
H -3.99 1.69 -3.08
H -5.05 1.38 -0.55
H -2.43 -0.54 -3.37
H -3.12 -4.41 0.77
H -1.67 -4.08 3.08
H -0.36 -1.69 2.65
H -2.34 -3.68 -3.78
H 0.19 -3.59 -4.82
H 1.61 -2.28 -2.83
H -5.39 -2.31 -0.78
H -6.78 -4.65 -1.22
H -4.81 -6.35 -2.15
C -1.69 3.63 -1.16
C -1.83 3.69 0.34
C -2.49 4.77 0.96
C -2.67 4.77 2.30
C -2.19 3.69 3.08
C -2.36 3.58 4.48
Br -3.27 4.94 5.47
C -1.89 2.49 5.15
C -1.21 1.48 4.47
Br -0.62 -0.03 5.47
C -0.93 1.51 3.09
O -0.25 0.64 2.48
C -1.51 2.66 2.39
N -1.36 2.68 1.04
H -1.94 4.60 -1.60
H -2.35 2.87 -1.57
H -0.67 3.37 -1.44
H -2.85 5.59 0.35
H -3.18 5.59 2.79
H -2.04 2.39 6.22
O 3.76 2.21 -1.23
S 2.74 3.22 -1.37
O 3.17 4.56 -1.01
O 1.46 2.85 -0.74
C 2.30 3.34 -3.13
C 2.73 4.51 -3.75
C 2.41 4.79 -5.06
C 1.64 3.90 -5.79
C 1.22 2.72 -5.19
C 1.54 2.42 -3.86
S 0.89 0.81 -3.34
O 0.78 0.08 -4.58
O 1.85 0.24 -2.39
O -0.39 1.07 -2.67
H 3.30 5.21 -3.15
H 2.76 5.72 -5.51
H 1.37 4.11 -6.81
H 0.64 2.00 -5.75
C 4.99 1.33 1.96
As 3.06 1.06 2.14
C 3.02 0.39 3.97
C 2.56 2.92 2.51
H 5.37 1.96 2.77
H 5.17 1.80 1.00
H 5.49 0.36 1.98
H 3.55 1.07 4.64
H 3.49 -0.59 4.01
H 1.98 0.30 4.29
H 3.09 3.28 3.39
H 1.48 2.98 2.68
H 2.81 3.53 1.64
C 4.97 0.20 -3.41
N 4.72 -1.20 -3.66
C 3.69 -1.59 -4.62
C 3.72 -3.12 -4.53
N 4.32 -3.30 -3.21
C 4.99 -2.20 -2.80
S 5.98 -2.15 -1.45
H 5.47 0.66 -4.27
H 5.61 0.29 -2.53
H 4.03 0.71 -3.20
H 3.94 -1.23 -5.62
H 2.72 -1.18 -4.32
H 4.35 -3.56 -5.31
H 2.72 -3.55 -4.58
H 4.52 -4.19 -2.79
F 3.67 -4.25 0.37
C 3.61 -2.92 0.36
F 2.42 -2.52 -0.05
F 3.86 -2.46 1.58
```

Results
Kohn-Sham gap in eV: 6.48
LUMO energy in eV: 3.7
Energy above the lowest of the compared OMol25 structures with the same formula, charge and spin in kcal per mole: 0.0
<S²>: 0.752
Net charge: -2
Multiplicity: 2
Highest occupied orbital energy in eV: -2.8067
DFT total energy in eV: -311650.212

---

Density functional theory data (ωB97M-V/def2-TZVPD) for a cluster of 2 separate species, C5H9F2N in total in a non-equilibrium geometry.

The geometry in XYZ format:
```
17
Properties=species:S:1:pos:R:3
C 1.18 1.86 -0.32
C 1.77 0.97 0.70
C 2.44 -0.08 0.26
F 2.73 -0.38 -0.95
F 3.07 -0.94 1.09
H 0.39 1.30 -0.64
H 0.68 2.80 0.19
H 1.87 2.32 -0.99
H 1.59 1.25 1.74
C 0.13 -1.84 0.43
N -0.57 -1.55 -0.61
C -1.69 -0.70 -0.53
H -0.30 -1.44 1.35
H 0.94 -2.53 0.42
H -1.63 -0.23 0.50
H -1.74 0.04 -1.42
H -2.43 -1.37 -0.76
```

Results
Kohn-Sham gap in eV: 10.27
LUMO energy in eV: 1.0
Structure (SMILES): CC=C(F)F.C=NC
Energy above the lowest of the compared OMol25 structures with the same formula, charge and spin in kcal per mole: 51.4
Multiplicity: 1
Highest occupied orbital energy in eV: -9.2556
DFT total energy in eV: -12253.151

---

Density functional theory data (ωB97M-V/def2-TZVPD) for a cluster of 5 separate species, H10O5 in total.

The geometry in XYZ format:
```
15
Properties=species:S:1:pos:R:3
O -33.59 24.77 -14.35
H -33.08 25.08 -15.09
H -33.86 25.56 -13.89
O -34.46 26.14 -10.85
H -34.07 26.98 -10.62
H -33.71 25.55 -10.97
O -32.03 25.07 -11.48
H -31.37 24.48 -11.13
H -31.58 25.58 -12.15
O -29.91 23.49 -10.17
H -29.67 22.60 -9.94
H -29.23 23.77 -10.79
O -29.07 26.60 -12.26
H -28.48 25.88 -12.45
H -28.56 27.19 -11.70
```

Results
Kohn-Sham gap in eV: 10.51
LUMO energy in eV: 0.0
Structure (SMILES): O.O.O.O.O
Energy above the lowest of the compared OMol25 structures with the same formula, charge and spin in kcal per mole: 25.3
Multiplicity: 1
Highest occupied orbital energy in eV: -10.4605
DFT total energy in eV: -10399.754

---

Density functional theory data (ωB97M-V/def2-TZVPD) for a cluster of 2 separate species, C4H7NO in total.

The geometry in XYZ format:
```
13
Properties=species:S:1:pos:R:3
C -1.63 0.34 0.36
C -0.43 0.83 -0.44
C 1.33 0.10 0.73
N 1.37 -1.01 -0.01
C 0.98 -1.53 -1.01
O -0.22 0.35 -1.56
H -2.51 0.90 0.04
H -1.81 -0.71 0.10
H -1.52 0.44 1.44
H -0.06 1.84 -0.18
H 2.07 0.84 0.42
H 1.22 -0.04 1.80
H 1.21 -2.34 -1.68
```

Results
Kohn-Sham gap in eV: 9.31
LUMO energy in eV: 1.1
Energy above the lowest of the compared OMol25 structures with the same formula, charge and spin in kcal per mole: 102.8
Multiplicity: 1
Highest occupied orbital energy in eV: -8.2556
DFT total energy in eV: -7795.188

---

Density functional theory data (ωB97M-V/def2-TZVPD) for a structure of composition C6H9CoO6 in a non-equilibrium geometry.

The geometry in XYZ format:
```
22
Properties=species:S:1:pos:R:3
Co -4.50 0.22 -5.84
C -2.45 -1.80 -8.66
C -3.28 -1.03 -7.67
O -4.11 -0.15 -8.02
O -3.19 -1.32 -6.44
H -1.40 -1.64 -8.40
H -2.59 -1.55 -9.71
H -2.72 -2.84 -8.50
C -8.51 -0.19 -5.46
C -7.00 -0.08 -5.56
O -6.22 -0.90 -4.99
O -6.49 0.86 -6.21
H -8.84 0.84 -5.39
H -8.75 -0.74 -4.56
H -8.91 -0.66 -6.35
C -2.90 3.21 -3.75
C -3.42 2.04 -4.56
O -3.58 2.14 -5.80
O -3.67 0.96 -3.93
H -3.25 4.13 -4.22
H -1.81 3.25 -3.80
H -3.30 3.15 -2.75
```

Results
Kohn-Sham gap (spin up / spin down) in eV: 9.17 / 9.16
LUMO energy (spin up / spin down) in eV: 3.7 / 3.7
Energy above the lowest of the compared OMol25 structures with the same formula, charge and spin in kcal per mole: 3.0
<S²>: 3.755
Net charge: -1
Multiplicity: 4
Highest occupied orbital energy (spin up / spin down) in eV: -5.4675 / -5.4564
DFT total energy in eV: -56285.076

---

Density functional theory data (ωB97M-V/def2-TZVPD) for a structure of composition C38H60N6O3SSn.

The geometry in XYZ format:
```
109
Properties=species:S:1:pos:R:3
Sn -0.07 -1.07 0.44
C 1.27 2.71 -1.02
N 0.47 1.98 -0.06
C 0.75 2.43 1.29
C -0.96 2.09 -0.32
C -1.40 1.40 -1.60
N -1.41 -0.07 -1.54
C -2.79 -0.55 -1.22
C -2.98 -2.02 -1.45
C -3.79 -2.45 -2.49
C -3.98 -3.80 -2.75
C -3.33 -4.70 -1.91
C -2.50 -4.32 -0.85
C -2.31 -2.95 -0.62
O -1.57 -2.49 0.41
C -1.84 -5.38 0.03
C -2.24 -6.80 -0.37
C -0.32 -5.27 -0.09
C -2.27 -5.18 1.50
C -4.88 -4.23 -3.90
C -6.30 -3.70 -3.68
C -4.33 -3.67 -5.22
C -4.96 -5.76 -4.04
C -0.94 -0.61 -2.85
C 0.53 -0.29 -3.06
C 0.89 0.58 -4.12
C 2.13 0.91 -4.59
C 3.35 0.46 -4.01
C 3.66 -0.09 -2.81
C 2.68 -0.35 -1.76
O 2.94 -0.26 -0.55
C 5.13 -0.39 -2.44
C 5.65 0.71 -1.50
C 6.03 -0.42 -3.67
C 5.24 -1.76 -1.76
C 2.29 1.80 -5.84
C 2.96 0.99 -6.96
C 0.95 2.32 -6.37
C 3.15 3.02 -5.49
H 1.01 3.79 -1.05
H 1.18 2.30 -2.02
H 2.32 2.63 -0.74
H 0.43 3.46 1.46
H 1.83 2.39 1.47
H 0.25 1.77 2.01
H -1.26 3.15 -0.37
H -1.50 1.66 0.53
H -0.74 1.71 -2.41
H -2.40 1.76 -1.86
H -3.51 -0.01 -1.85
H -2.99 -0.29 -0.18
H -4.28 -1.70 -3.10
H -3.47 -5.75 -2.09
H -1.93 -7.04 -1.38
H -3.32 -6.96 -0.29
H -1.75 -7.50 0.31
H -0.01 -5.38 -1.13
H 0.17 -6.06 0.50
H 0.04 -4.31 0.26
H -3.35 -5.31 1.60
H -2.00 -4.19 1.86
H -1.78 -5.92 2.13
H -6.31 -2.61 -3.62
H -6.72 -4.09 -2.75
H -6.96 -4.00 -4.50
H -4.29 -2.58 -5.21
H -4.96 -3.97 -6.06
H -3.32 -4.04 -5.41
H -5.38 -6.22 -3.14
H -3.98 -6.19 -4.22
H -5.60 -6.02 -4.88
H -1.56 -0.20 -3.66
H -1.08 -1.69 -2.84
H 0.04 0.97 -4.66
H 4.21 0.65 -4.64
H 5.61 1.68 -1.99
H 6.69 0.50 -1.23
H 5.05 0.75 -0.59
H 6.15 0.56 -4.13
H 5.67 -1.12 -4.42
H 7.03 -0.75 -3.36
H 4.65 -1.83 -0.85
H 6.28 -1.95 -1.50
H 4.91 -2.55 -2.44
H 2.35 0.12 -7.22
H 3.95 0.65 -6.69
H 3.06 1.62 -7.85
H 0.30 1.51 -6.70
H 1.14 2.96 -7.23
H 0.42 2.91 -5.63
H 4.15 2.74 -5.14
H 2.68 3.61 -4.70
H 3.27 3.66 -6.37
C 5.77 0.34 2.36
C 5.10 -0.96 2.13
N 5.69 -2.09 1.90
N 4.66 -2.98 1.78
C 3.43 -2.44 1.93
S 1.97 -3.23 1.80
N 3.73 -1.13 2.17
N 2.77 -0.15 2.32
H 6.84 0.21 2.19
H 5.62 0.68 3.39
H 5.38 1.10 1.69
H 4.84 -3.95 1.56
H 2.63 0.32 1.43
H 3.01 0.47 3.08
O 0.84 -1.76 -1.30
C 1.34 -0.86 -2.11
```

Results
Kohn-Sham gap in eV: 7.79
LUMO energy in eV: 0.4
Energy above the lowest of the compared OMol25 structures with the same formula, charge and spin in kcal per mole: 0.9
Multiplicity: 1
Highest occupied orbital energy in eV: -7.3841
DFT total energy in eV: -72130.789

---

Density functional theory data (ωB97M-V/def2-TZVPD) for a structure of composition C21H23CrN5O2S2 in a non-equilibrium geometry.

The geometry in XYZ format:
```
54
Properties=species:S:1:pos:R:3
Cr 1.41 2.93 -0.20
S 3.65 2.43 0.32
C 4.19 4.02 -0.12
C 5.57 4.32 0.22
N 6.68 4.60 0.44
C 3.37 5.02 -0.77
S 1.73 4.87 -1.28
C 3.98 6.30 -1.13
N 4.34 7.35 -1.41
N -0.59 2.53 -0.82
C -1.69 2.81 0.18
C -1.45 2.08 1.50
C -0.26 2.68 2.28
N 1.03 2.18 1.73
H -0.76 3.11 -1.67
H -0.72 1.55 -1.15
H -2.58 2.56 -0.34
H -1.66 3.90 0.34
H -1.24 1.03 1.24
H -2.29 2.12 2.19
H -0.31 2.48 3.36
H -0.23 3.77 2.13
H 0.93 1.13 1.64
H 1.83 2.42 2.29
C -2.20 -4.60 1.35
O -1.98 -3.31 0.76
C -2.90 -2.84 -0.10
C -4.27 -3.15 -0.19
C -5.02 -2.61 -1.23
C -4.51 -1.57 -2.03
C -3.16 -1.25 -1.94
C -2.36 -1.93 -1.06
N -1.03 -1.46 -0.95
C -0.05 -2.24 -1.44
C 1.24 -2.22 -0.84
C 2.07 -3.34 -1.15
C 3.27 -3.54 -0.45
C 3.67 -2.57 0.52
C 2.86 -1.49 0.84
C 1.58 -1.26 0.25
O 0.74 -0.38 0.70
H -1.29 -4.85 1.89
H -2.33 -5.32 0.57
H -3.08 -4.59 2.05
H -4.77 -3.68 0.54
H -6.06 -2.92 -1.35
H -5.17 -0.94 -2.63
H -2.73 -0.53 -2.57
H -0.72 -0.78 -0.23
H -0.20 -3.00 -2.23
H 1.74 -4.02 -1.93
H 3.89 -4.39 -0.63
H 4.66 -2.70 0.92
H 3.19 -0.74 1.56
```

Results
Kohn-Sham gap (spin up / spin down) in eV: 5.58 / 5.82
LUMO energy (spin up / spin down) in eV: -1.1 / -1.1
Energy above the lowest of the compared OMol25 structures with the same formula, charge and spin in kcal per mole: 12.6
<S²>: 6.027
Multiplicity: 5
Highest occupied orbital energy (spin up / spin down) in eV: -6.7073 / -6.9492
DFT total energy in eV: -83786.474